Entry 1:
{"formula": "C2H3Cl3OP", "method": "ωB97M-V with the def2-TZVPD basis set", "spin_multiplicity": 1, "homo_lumo_gap_ev": 5.7, "de_lowest_kcal_mol": 63.4, "homo_ev": -13.07, "total_charge": 1, "elements": ["C", "C", "O", "P", "Cl", "Cl", "Cl", "H", "H", "H"], "xyz": [[-0.9154, -0.3671, 1.0862], [-1.4006, -1.6177, 1.5469], [-0.1941, -1.7027, 1.1284], [1.1827, 1.1137, -1.3979], [0.9359, 0.5158, -3.2829], [0.9470, 3.0899, -1.7288], [3.0845, 0.8239, -1.1346], [-1.1334, 0.0716, 0.0554], [-0.4297, 0.3436, 1.7776], [-2.0769, -2.2710, 1.9498]]}

---

Entry 2:
{"formula": "C32H58Br20NO7S", "method": "ωB97M-V with the def2-TZVPD basis set", "spin_multiplicity": 1, "homo_lumo_gap_ev": 5.2, "homo_ev": -10.30, "total_charge": 1, "elements": ["C", "C", "O", "C", "O", "C", "O", "C", "C", "C", "N", "C", "C", "C", "S", "O", "O", "O", "C", "O", "C", "H", "H", "H", "H", "H", "H", "H", "H", "H", "H", "H", "H", "H", "H", "H", "H", "H", "H", "Br", "C", "C", "Br", "H", "H", "H", "H", "Br", "C", "C", "Br", "H", "H", "H", "H", "Br", "C", "C", "Br", "H", "H", "H", "H", "Br", "C", "C", "Br", "H", "H", "H", "H", "Br", "C", "C", "Br", "H", "H", "H", "H", "Br", "C", "C", "Br", "H", "H", "H", "H", "Br", "C", "C", "Br", "H", "H", "H", "H", "Br", "C", "C", "Br", "H", "H", "H", "H", "Br", "C", "C", "Br", "H", "H", "H", "H", "Br", "C", "C", "Br", "H", "H", "H", "H"], "xyz": [[-6.8356, -2.0807, 1.3493], [-5.9990, -2.5953, 0.0098], [-6.6680, -3.8773, -0.3912], [-6.2122, -1.4968, -1.1887], [-5.0609, -0.6163, -1.4408], [-4.4151, -0.1662, -0.1975], [-5.0065, 0.5511, 0.7755], [-2.7978, -0.5627, -0.0395], [-2.2333, -2.0815, -0.4547], [-0.6234, -2.3710, -0.3166], [0.3673, -1.3093, 0.2039], [1.8127, -1.7534, 0.3074], [2.1308, -2.8032, 1.5250], [1.2309, -2.5988, 2.8785], [2.0883, -1.6880, 4.2753], [1.9212, -0.1694, 4.0030], [3.5823, -2.0940, 4.4552], [1.1581, -2.0215, 5.7063], [-0.0490, 0.0969, 0.6066], [0.9481, 1.0780, 1.0962], [-1.6571, 0.5093, 0.5012], [-7.1367, -3.0301, 1.9934], [-7.8656, -1.6023, 1.0008], [-6.2093, -1.3863, 2.0534], [-4.8857, -2.8820, 0.2321], [-6.5549, -4.0374, -1.3740], [-7.1929, -0.8631, -0.9458], [-6.4516, -2.0328, -2.2255], [-2.9293, -2.9292, -0.8684], [-0.2210, -3.4385, -0.6151], [2.5640, -0.8258, 0.2880], [2.0454, -2.3406, -0.7057], [1.9136, -3.8902, 1.1020], [3.2728, -2.7927, 1.8723], [1.0001, -3.6947, 3.2922], [0.1877, -2.0945, 2.7170], [0.8874, -1.1523, 6.1329], [1.3930, 1.5138, 0.2944], [-1.9491, 1.6159, 0.8281], [-1.2235, 4.2887, 3.3018], [0.6308, 3.6900, 3.3940], [1.5612, 4.8394, 3.7034], [1.8581, 5.9501, 2.1273], [0.8539, 3.1931, 2.4460], [0.6506, 2.9515, 4.2003], [2.5527, 4.4697, 3.9797], [1.1910, 5.4990, 4.4932], [5.8432, -4.6232, 1.5505], [7.1283, -3.2123, 1.1465], [6.4706, -1.8524, 1.1656], [5.4277, -1.5506, -0.4553], [7.5846, -3.4611, 0.1845], [7.8852, -3.2845, 1.9326], [7.2237, -1.0593, 1.1690], [5.7933, -1.7079, 2.0121], [-6.3220, -5.4039, -3.7082], [-7.8738, -6.5756, -3.8637], [-9.1325, -5.7830, -4.1278], [-9.7782, -4.9222, -2.5004], [-7.9188, -7.1703, -2.9473], [-7.6492, -7.2332, -4.7082], [-9.9463, -6.4435, -4.4402], [-9.0025, -4.9952, -4.8751], [2.9683, 11.4739, 4.4271], [4.2863, 10.4149, 3.4540], [3.8470, 8.9747, 3.3311], [4.1127, 8.0110, 5.0064], [5.2406, 10.5355, 3.9740], [4.3531, 10.8821, 2.4675], [4.4628, 8.4444, 2.5992], [2.7929, 8.8622, 3.0622], [10.4063, -3.3656, 2.4806], [10.9162, -4.8103, 3.6882], [9.8647, -5.8947, 3.7173], [8.3280, -5.3582, 4.7929], [11.1022, -4.3588, 4.6665], [11.8567, -5.1973, 3.2863], [10.2511, -6.7940, 4.2051], [9.4839, -6.1590, 2.7267], [-4.2334, -2.4446, 3.7112], [-4.8732, -2.9757, 5.4758], [-6.0537, -2.1359, 5.9045], [-5.4826, -0.3670, 6.4968], [-4.0216, -2.9090, 6.1582], [-5.1660, -4.0238, 5.3677], [-6.5475, -2.5794, 6.7737], [-6.7911, -1.9840, 5.1113], [5.8830, -2.1485, -5.0547], [6.3929, -3.5932, -3.8470], [5.3414, -4.6776, -3.8180], [3.8047, -4.1411, -2.7424], [6.5789, -3.1416, -2.8688], [7.3334, -3.9802, -4.2490], [5.7278, -5.5769, -3.3301], [4.9607, -4.9418, -4.8085], [-5.9773, -0.0409, -2.9702], [-5.9925, 0.6384, -4.7988], [-6.3392, -0.4531, -5.7841], [-4.8170, -1.6335, -6.0933], [-5.0145, 1.0926, -4.9795], [-6.7581, 1.4192, -4.8049], [-6.5714, -0.0284, -6.7648], [-7.1715, -1.0843, -5.4601], [-4.1678, 1.7033, -7.6141], [-3.1589, 1.6440, -9.2826], [-3.4382, 0.3699, -10.0449], [-2.4882, -1.1432, -9.2612], [-2.1046, 1.7736, -9.0237], [-3.4990, 2.5144, -9.8507], [-3.0599, 0.4417, -11.0685], [-4.4981, 0.1017, -10.0718], [5.1778, 11.4505, -0.5508], [4.8742, 13.3630, -0.3153], [3.9419, 13.6296, 0.8432], [2.0892, 13.2597, 0.3569], [4.5035, 13.7478, -1.2692], [5.8636, 13.7849, -0.1177], [3.9569, 14.6889, 1.1148], [4.1652, 13.0286, 1.7292]]}

---

Entry 3:
{"formula": "C55H51CsN16O8SSe", "method": "ωB97M-V with the def2-TZVPD basis set", "spin_multiplicity": 1, "homo_lumo_gap_ev": 4.4, "de_lowest_kcal_mol": 15.3, "homo_ev": -1.48, "total_charge": -2, "elements": ["Cs", "C", "N", "C", "N", "C", "N", "C", "C", "C", "C", "C", "C", "C", "N", "N", "C", "O", "C", "C", "C", "C", "C", "C", "N", "C", "N", "C", "N", "C", "H", "H", "H", "H", "H", "H", "H", "H", "H", "H", "H", "H", "H", "H", "H", "H", "N", "C", "C", "C", "C", "C", "N", "C", "C", "C", "C", "C", "N", "H", "H", "H", "H", "H", "H", "H", "H", "H", "Se", "N", "C", "C", "C", "C", "C", "N", "C", "C", "N", "C", "C", "C", "C", "C", "N", "H", "H", "H", "H", "H", "H", "C", "S", "O", "O", "O", "H", "H", "H", "C", "C", "C", "C", "C", "C", "C", "C", "C", "C", "C", "C", "O", "H", "H", "H", "H", "H", "H", "H", "H", "H", "H", "H", "H", "H", "H", "H", "H", "H", "O", "N", "O", "O"], "xyz": [[0.4128, 1.2690, -0.6292], [2.3932, 4.5194, 3.0221], [3.0068, 3.2020, 3.0049], [2.5304, 2.0830, 2.4560], [3.4001, 1.1002, 2.5745], [4.4168, 1.6982, 3.2397], [4.2310, 2.9720, 3.5245], [1.1773, 4.5714, 3.9101], [1.3387, 4.6294, 5.2897], [0.2353, 4.6414, 6.1285], [-1.0391, 4.6143, 5.5906], [-1.2077, 4.5672, 4.2095], [-0.1015, 4.5310, 3.3665], [-2.5740, 4.5701, 3.6859], [-3.6714, 4.5499, 4.3615], [-4.6989, 4.5755, 3.4268], [-4.1295, 4.6054, 2.2720], [-2.7842, 4.6356, 2.3556], [-4.7766, 4.6303, 0.9611], [-6.1658, 4.6792, 0.9245], [-6.8205, 4.6748, -0.2940], [-6.0865, 4.6235, -1.4678], [-4.6976, 4.5810, -1.4344], [-3.9662, 4.5696, -2.7552], [-2.6141, 4.0671, -2.7224], [-2.1755, 2.8173, -2.9285], [-0.8634, 2.7963, -2.9811], [-0.5317, 4.1019, -2.7709], [-1.5588, 4.9075, -2.6242], [-4.0360, 4.5813, -0.2151], [2.1534, 4.7825, 1.9916], [3.1721, 5.1883, 3.3851], [1.5619, 2.0783, 1.9847], [5.3196, 1.1844, 3.5275], [2.3423, 4.6463, 5.6989], [0.3657, 4.6707, 7.2026], [-1.9152, 4.6287, 6.2241], [-0.2417, 4.4515, 2.2949], [-6.7135, 4.7007, 1.8562], [-7.9021, 4.6975, -0.3274], [-6.5960, 4.6038, -2.4252], [-3.8986, 5.5810, -3.1597], [-4.5247, 3.9657, -3.4730], [-2.8369, 1.9707, -3.0245], [0.4935, 4.4427, -2.7349], [-2.9553, 4.5182, -0.1729], [4.6744, -4.0002, -1.7358], [5.1120, -2.8721, -1.0490], [6.4414, -2.8795, -0.5944], [6.8950, -1.7911, 0.1174], [6.0294, -0.7315, 0.3596], [4.7458, -0.8174, -0.1540], [4.2929, -1.8567, -0.8521], [3.4183, -4.3386, -2.2319], [3.3211, -5.5062, -3.0052], [2.0815, -5.8669, -3.4852], [0.9780, -5.0777, -3.1844], [1.1881, -3.9556, -2.4022], [2.3798, -3.5819, -1.9428], [5.3896, -4.6866, -1.9009], [7.0792, -3.7356, -0.7819], [7.9119, -1.7751, 0.4920], [6.3258, 0.1393, 0.9266], [4.0392, -0.0160, 0.0229], [4.2003, -6.1057, -3.2109], [1.9737, -6.7655, -4.0817], [-0.0164, -5.3300, -3.5216], [0.3740, -3.3079, -2.1008], [-4.4708, -1.5274, -7.0196], [-2.8477, -0.7409, -7.0012], [-2.3905, -0.8299, -5.7874], [-1.0925, -0.3089, -5.3694], [-0.2372, 0.3535, -6.2483], [0.9705, 0.8166, -5.7758], [1.2805, 0.6148, -4.4309], [0.4754, -0.0125, -3.5945], [-0.6882, -0.4776, -4.0410], [-1.5516, -1.1886, -3.0616], [-1.0524, -1.3563, -1.8375], [-1.7780, -1.9993, -0.9375], [-3.0588, -2.4910, -1.2102], [-3.5781, -2.3284, -2.4706], [-2.8044, -1.6764, -3.4369], [-3.2530, -1.5059, -4.8140], [-4.3897, -1.9470, -5.2685], [-0.5346, 0.4894, -7.2800], [1.6598, 1.3530, -6.4137], [2.1922, 1.0099, -3.9949], [-1.3177, -2.1529, 0.0374], [-3.6021, -3.0069, -0.4309], [-4.5550, -2.7106, -2.7364], [4.9261, 3.3653, -1.0566], [3.1648, 3.4328, -1.2733], [2.9472, 4.3105, -2.4149], [2.5854, 3.9241, -0.0226], [2.7643, 2.0435, -1.5197], [5.3054, 4.3782, -0.9370], [5.3619, 2.8983, -1.9359], [5.1535, 2.7754, -0.1702], [-1.3474, -5.6249, -0.3126], [-0.5765, -6.1570, 0.8942], [0.9231, -6.2155, 0.5744], [-0.8458, -5.3701, 2.1610], [-1.4496, -6.0060, 3.2331], [-1.6941, -5.3621, 4.4400], [-1.2729, -4.0401, 4.5584], [-0.6527, -3.3524, 3.5304], [-0.1416, -1.9499, 3.8051], [1.3896, -1.9209, 3.7467], [-0.6945, -0.8384, 2.9156], [-0.4593, -3.9823, 2.2470], [0.0434, -3.3606, 1.2542], [-1.1767, -6.2483, -1.1976], [-1.0099, -4.6134, -0.5205], [-2.4220, -5.5976, -0.1134], [-0.9204, -7.1833, 1.0832], [1.2922, -5.2073, 0.3847], [1.1154, -6.8393, -0.3054], [1.4803, -6.6292, 1.4180], [-1.7342, -7.0499, 3.1107], [-2.1732, -5.8741, 5.2657], [-1.4157, -3.5195, 5.5035], [-0.4492, -1.7170, 4.8325], [1.7238, -2.1284, 2.7292], [1.8178, -2.6792, 4.4073], [1.7799, -0.9430, 4.0408], [-0.3715, -0.9793, 1.8876], [-0.3220, 0.1305, 3.2630], [-1.7862, -0.8022, 2.9293], [-1.4101, 2.4261, 1.0320], [-2.3940, 1.7328, 0.6722], [-3.4671, 1.8334, 1.2613], [-2.2664, 0.9464, -0.2908]]}

---

Entry 4:
{"formula": "C5H8O", "method": "ωB97M-V with the def2-TZVPD basis set", "spin_multiplicity": 1, "homo_lumo_gap_ev": 9.7, "de_lowest_kcal_mol": 29.8, "smiles": "C/C=C\\C=C/O", "homo_ev": -8.77, "total_charge": 0, "elements": ["C", "C", "C", "C", "C", "O", "H", "H", "H", "H", "H", "H", "H", "H"], "xyz": [[0.4803, 0.5721, -1.6582], [1.2788, 0.0591, -0.4953], [0.8029, -0.6607, 0.5297], [-0.6189, -1.0172, 0.7276], [-1.5212, -0.1711, 1.2204], [-1.2782, 1.1101, 1.5734], [-0.5908, 0.6044, -1.4468], [0.8166, 1.5713, -1.9462], [0.6114, -0.0688, -2.5394], [2.3484, 0.2651, -0.5088], [1.5134, -1.0377, 1.2671], [-0.9490, -2.0280, 0.5217], [-2.5508, -0.4675, 1.3958], [-0.3427, 1.2689, 1.3590]]}

---

Entry 5:
{"formula": "C3H6N", "method": "ωB97M-V with the def2-TZVPD basis set", "spin_multiplicity": 1, "homo_lumo_gap_ev": [8.4, 9.5], "de_lowest_kcal_mol": 130.1, "homo_ev": [-14.40, -13.82], "total_charge": 1, "elements": ["C", "C", "C", "N", "H", "H", "H", "H", "H", "H"], "xyz": [[-0.0455, -2.6374, -0.2829], [-0.1205, -1.4515, 0.0278], [-0.1924, -0.1349, 0.3262], [-0.3599, 0.8486, -0.7591], [0.3814, -3.5755, -0.4968], [1.5786, -0.3717, 2.4989], [-0.5547, 0.3172, 1.3203], [0.3461, 0.9576, -1.4970], [-0.4196, 1.9188, -0.3925], [-1.1155, 0.5359, -1.3439]]}

---

What did the fourth record say?
{"formula": "C5H8O", "method": "ωB97M-V with the def2-TZVPD basis set", "spin_multiplicity": 1, "homo_lumo_gap_ev": 9.7, "de_lowest_kcal_mol": 29.8, "smiles": "C/C=C\\C=C/O", "homo_ev": -8.77, "total_charge": 0, "elements": ["C", "C", "C", "C", "C", "O", "H", "H", "H", "H", "H", "H", "H", "H"], "xyz": [[0.4803, 0.5721, -1.6582], [1.2788, 0.0591, -0.4953], [0.8029, -0.6607, 0.5297], [-0.6189, -1.0172, 0.7276], [-1.5212, -0.1711, 1.2204], [-1.2782, 1.1101, 1.5734], [-0.5908, 0.6044, -1.4468], [0.8166, 1.5713, -1.9462], [0.6114, -0.0688, -2.5394], [2.3484, 0.2651, -0.5088], [1.5134, -1.0377, 1.2671], [-0.9490, -2.0280, 0.5217], [-2.5508, -0.4675, 1.3958], [-0.3427, 1.2689, 1.3590]]}